This record from the Open Molecules 2025 dataset describes a cluster of 5 separate species, C27H68N5O7 in total in a non-equilibrium geometry. The level of theory is the ωB97M-V functional and the def2-TZVPD basis.

Largest force on an atom (eV/Å): 3.9
HOMO (eV): -14.136
Multiplicity: 1
Kohn-Sham gap (eV): 8.723
Charge: +3
E (eV): -50853.8860
LUMO level (Ha): -0.1990

Bonds (Å) are listed after each position.
Atoms and positions in Å:
1 C -1.2490 -5.7679 3.6824  C2 1.513, H11 1.136, H12 1.051, H13 1.105
2 C -0.5181 -4.5449 4.1928  C1 1.513, N3 1.574, H14 1.095, H15 1.070
3 N 0.0594 -3.6418 3.0404  C2 1.574, C4 1.462, C5 1.516, C7 1.532
4 C 0.9375 -4.3926 2.1442  N3 1.462, H16 1.088, H17 1.122, H18 1.084
5 C -1.0663 -3.0651 2.2055  N3 1.516, C6 1.528, H19 1.086, H20 1.100
6 C -1.8452 -2.0320 3.0186  C5 1.528, H21 1.132, H22 1.054, H23 1.062
7 C 0.8179 -2.4683 3.6692  N3 1.532, C8 1.563, H24 1.064, H25 1.091
8 C 2.2814 -2.8426 4.0702  C7 1.563, O9 1.371, H26 1.139, H27 1.086
9 O 2.2936 -3.7958 5.0560  C8 1.371, C10 1.475
10 C 3.4629 -3.8081 5.9557  O9 1.475, H28 1.129, H29 1.066, H30 1.076
11 H -0.5055 -6.5596 3.3493  C1 1.136
12 H -2.0141 -5.6708 2.9689  C1 1.051
13 H -1.8200 -6.2081 4.5200  C1 1.105
14 H 0.2739 -4.7718 4.9141  C2 1.095
15 H -1.1774 -3.8985 4.7338  C2 1.070
16 H 0.3361 -5.1998 1.7315  C4 1.088
17 H 1.7718 -4.8505 2.7392  C4 1.122
18 H 1.3519 -3.6839 1.4367  C4 1.084
19 H -1.7133 -3.8809 1.8957  C5 1.086
20 H -0.6148 -2.6311 1.3007  C5 1.100
21 H -2.2427 -2.5170 3.9614  C6 1.132
22 H -2.7351 -1.6831 2.5741  C6 1.054
23 H -1.2519 -1.1652 3.1728  C6 1.062
24 H 0.3498 -2.1080 4.5545  C7 1.064
25 H 0.9842 -1.7098 2.9022  C7 1.091
26 H 2.7857 -1.8562 4.3357  C8 1.139
27 H 2.8474 -3.1617 3.2003  C8 1.086
28 H 4.3402 -4.2022 5.3638  C10 1.129
29 H 3.3062 -4.4422 6.7983  C10 1.066
30 H 3.4639 -2.8298 6.4040  C10 1.076
31 C 0.3566 3.0291 2.2648  C32 1.528, H41 1.091, H42 1.114, H43 1.069
32 C -0.9941 3.6688 1.9454  C31 1.528, N33 1.573, H44 1.097, H45 1.117
33 N -1.1645 5.2181 2.1545  C32 1.573, C34 1.428, C35 1.490, C37 1.550
34 C -0.4973 5.6423 3.3432  N33 1.428, H46 1.086, H47 1.064, H48 1.118
35 C -0.5638 5.8548 0.9487  N33 1.490, C36 1.526, H49 1.048, H50 1.129
36 C -0.4815 7.3690 1.1157  C35 1.526, H51 1.057, H52 1.076, H53 1.078
37 C -2.6998 5.4296 2.1747  N33 1.550, C38 1.516, H54 1.121, H55 1.059
38 C -3.4200 5.2264 3.4932  C37 1.516, O39 1.453, H56 1.118, H57 1.112
39 O -3.1342 3.9172 4.0543  C38 1.453, C40 1.410
40 C -3.8874 3.8354 5.2431  O39 1.410, H58 1.068, H59 1.042, H60 1.150
41 H 1.1676 3.4621 1.6779  C31 1.091
42 H 0.3844 1.9171 2.1990  C31 1.114
43 H 0.4976 3.0883 3.3233  C31 1.069
44 H -1.8276 3.1745 2.4596  C32 1.097
45 H -1.2775 3.5768 0.8685  C32 1.117
46 H -0.5429 6.7271 3.3446  C34 1.086
47 H 0.5317 5.3858 3.2555  C34 1.064
48 H -0.9592 5.2143 4.2672  C34 1.118
49 H -1.1452 5.5655 0.1264  C35 1.048
50 H 0.4833 5.4431 0.8573  C35 1.129
51 H -1.4165 7.8622 1.1272  C36 1.057
52 H 0.0799 7.6787 0.2516  C36 1.076
53 H 0.1231 7.7398 1.9270  C36 1.078
54 H -3.1632 4.7851 1.3831  C37 1.121
55 H -2.7291 6.4509 1.8942  C37 1.059
56 H -4.5150 5.2266 3.2694  C38 1.118
57 H -3.1831 6.1196 4.1124  C38 1.112
58 H -3.8237 4.7206 5.8381  C40 1.068
59 H -3.6027 2.9704 5.7504  C40 1.042
60 H -5.0023 3.7697 4.9695  C40 1.150
61 C -3.8970 0.9797 -7.1675  C62 1.521, H71 1.124, H72 1.085, H73 1.076
62 C -2.5695 0.3727 -6.7393  C61 1.521, N63 1.552, H74 1.146, H75 1.092
63 N -2.4974 -1.1724 -6.8620  C62 1.552, C64 1.583, C65 1.546, C67 1.539
64 C -3.7498 -1.7793 -6.1085  N63 1.583, H76 1.068, H77 1.072, H78 1.069
65 C -2.3876 -1.6302 -8.3345  N63 1.546, C66 1.531, H79 1.091, H80 1.096
66 C -2.4095 -3.1517 -8.5061  C65 1.531, H81 1.072, H82 1.106, H83 1.111
67 C -1.2074 -1.5428 -6.1096  N63 1.539, C68 1.573, H84 1.101, H85 1.100
68 C -1.3215 -1.4931 -4.5413  C67 1.573, O69 1.390, H86 1.131, H87 1.135
69 O -1.4996 -0.1970 -4.0725  C68 1.390, C70 1.392
70 C -0.9837 -0.0022 -2.7942  O69 1.392, H88 1.104, H89 1.137, H90 1.079
71 H -3.8126 2.0984 -7.0942  C61 1.124
72 H -4.6143 0.5468 -6.4789  C61 1.085
73 H -4.2290 0.7215 -8.1580  C61 1.076
74 H -2.3234 0.6525 -5.6559  C62 1.146
75 H -1.7847 0.7717 -7.3862  C62 1.092
76 H -3.5969 -2.7908 -5.8028  C64 1.068
77 H -4.6199 -1.7476 -6.7336  C64 1.072
78 H -3.9409 -1.2748 -5.1855  C64 1.069
79 H -1.3431 -1.3386 -8.4563  C65 1.091
80 H -3.1130 -1.0830 -8.9470  C65 1.096
81 H -1.9959 -3.2943 -9.4850  C66 1.072
82 H -3.4373 -3.5578 -8.5364  C66 1.106
83 H -1.8246 -3.7402 -7.7680  C66 1.111
84 H -0.5061 -0.8059 -6.5313  C67 1.101
85 H -0.8751 -2.5610 -6.3607  C67 1.100
86 H -0.3529 -1.9288 -4.1535  C68 1.131
87 H -2.1519 -2.2100 -4.2501  C68 1.135
88 H 0.1099 -0.1499 -2.7487  C70 1.104
89 H -1.4864 -0.4969 -1.9023  C70 1.137
90 H -1.2084 1.0126 -2.5045  C70 1.079
91 C 5.4902 -0.0834 -0.2210  C92 1.501, H98 1.080, H99 1.114, H100 1.092
92 C 6.7270 -0.8379 0.1707  C91 1.501, O93 1.161, N94 1.537
93 O 6.8451 -1.8002 0.8095  C92 1.161
94 N 8.0320 -0.2825 -0.4217  C92 1.537, H95 0.991, H96 1.022, C97 1.567
95 H 7.8516 0.5745 -0.8850  N94 0.991
96 H 8.6978 -0.2228 0.3517  N94 1.022
97 C 8.7038 -1.2148 -1.4872  N94 1.567, H101 1.030, H102 1.058, H103 1.077
98 H 4.6126 -0.6574 0.0365  C91 1.080
99 H 5.6379 0.1469 -1.3004  C91 1.114
100 H 5.6399 0.7595 0.4561  C91 1.092
101 H 7.9742 -1.3192 -2.2068  C97 1.030
102 H 9.0816 -2.1506 -1.1698  C97 1.058
103 H 9.5816 -0.6911 -1.8265  C97 1.077
104 N 2.0506 -0.5213 0.8630  O105 1.243, O106 1.253, O107 1.268
105 O 2.7022 -1.5792 0.8274  N104 1.243
106 O 0.7991 -0.5648 0.8192  N104 1.253
107 O 2.6983 0.5568 1.0265  N104 1.268

---

This record from the Open Molecules 2025 dataset describes a cluster of 11 separate species, C27H71N5O17 in total in a non-equilibrium geometry. The level of theory is the ωB97M-V functional and the def2-TZVPD basis.

Structure (SMILES): CN(C)C=O.CN(C)C=O.CN(C)C=O.CN(C)C=O.CN(C)C=O.OCCO.OCCO.OCCO.OCCO.OCCO.OCCO
Largest force on an atom (eV/Å): 3.0
HOMO (eV): -8.960
Multiplicity: 1
Kohn-Sham gap (eV): 9.413
Charge: 0
E (eV): -71405.8602
LUMO level (Ha): 0.0167

Bonds (Å) are listed after each position.
Atoms and positions in Å:
1 C 0.5573 3.6393 2.3753  C2 1.561, O4 1.415, H5 1.106, H6 1.098
2 C 2.0370 3.2251 2.6517  C1 1.561, O3 1.415, H7 1.118, H8 1.084
3 O 2.6554 2.4691 1.6276  C2 1.415, H9 0.965
4 O -0.3478 2.5639 2.5393  C1 1.415, H10 1.000
5 H 0.5606 4.0363 1.3425  C1 1.106
6 H 0.3085 4.5186 2.9843  C1 1.098
7 H 1.9672 2.6137 3.5848  C2 1.118
8 H 2.6391 4.1230 2.7301  C2 1.084
9 H 2.4010 1.5605 1.4273  O3 0.965
10 H -0.2836 1.9055 1.7893  O4 1.000
11 C -3.4924 -0.3732 2.3940  C12 1.540, O14 1.379, H15 1.129, H16 1.055
12 C -3.8678 -1.4454 1.3543  C11 1.540, O13 1.448, H17 1.115, H18 1.111
13 O -4.2020 -0.8070 0.0983  C12 1.448, H19 0.976
14 O -4.5616 0.4893 2.5129  C11 1.379, H20 0.960
15 H -2.5650 0.2279 2.1638  C11 1.129
16 H -3.3616 -0.9439 3.2716  C11 1.055
17 H -4.7688 -1.9403 1.7872  C12 1.115
18 H -3.0336 -2.1547 1.1678  C12 1.111
19 H -4.8935 -0.1686 0.3561  O13 0.976
20 H -4.7190 0.7356 3.4277  O14 0.960
21 C -4.7691 -1.0578 -3.2869  C22 1.500, O24 1.410, H25 1.113, H26 1.099
22 C -4.3754 -2.4980 -3.4322  C21 1.500, O23 1.428, H27 1.101, H28 1.094
23 O -4.6528 -3.2951 -2.2805  C22 1.428, H29 0.954
24 O -3.7898 -0.2894 -2.6245  C21 1.410, H30 0.927
25 H -5.7484 -1.0405 -2.7585  C21 1.113
26 H -4.9328 -0.6228 -4.2826  C21 1.099
27 H -3.3284 -2.5285 -3.7700  C22 1.101
28 H -5.1074 -2.9147 -4.1303  C22 1.094
29 H -4.3693 -2.8424 -1.4906  O23 0.954
30 H -3.7122 -0.7424 -1.8189  O24 0.927
31 C 3.9235 -1.0069 -0.1298  C32 1.546, O34 1.433, H35 1.118, H36 1.098
32 C 4.0123 -1.5691 -1.5669  C31 1.546, O33 1.399, H37 1.091, H38 1.140
33 O 2.8953 -2.2513 -2.0609  C32 1.399, H39 0.972
34 O 3.1447 0.1948 -0.0694  C31 1.433, H40 0.981
35 H 4.9522 -0.8338 0.2720  C31 1.118
36 H 3.4793 -1.6916 0.6054  C31 1.098
37 H 4.8650 -2.2497 -1.5516  C32 1.091
38 H 4.3156 -0.7619 -2.3128  C32 1.140
39 H 2.1079 -1.7184 -1.8596  O33 0.972
40 H 2.2053 -0.0763 -0.1499  O34 0.981
41 C 1.9254 3.1362 -3.2281  C42 1.514, O44 1.403, H45 1.120, H46 1.113
42 C 2.7716 3.2315 -1.9763  C41 1.514, O43 1.417, H47 1.124, H48 1.094
43 O 1.9528 3.3582 -0.8273  C42 1.417, H49 0.979
44 O 1.2034 1.9339 -3.2662  C41 1.403, H50 1.005
45 H 2.5806 3.1976 -4.1343  C41 1.120
46 H 1.1766 3.9527 -3.3352  C41 1.113
47 H 3.4195 4.1283 -2.1731  C42 1.124
48 H 3.4724 2.3968 -1.8836  C42 1.094
49 H 2.4328 3.0889 -0.0175  O43 0.979
50 H 0.2454 2.2166 -3.3805  O44 1.005
51 C -0.7285 0.7939 -0.3332  C52 1.585, O54 1.459, H55 1.125, H56 1.053
52 C -0.4801 -0.2431 -1.5054  C51 1.585, O53 1.450, H57 1.128, H58 1.104
53 O 0.9492 -0.4285 -1.6630  C52 1.450, H59 0.949
54 O 0.1439 0.4651 0.7893  C51 1.459, H60 0.975
55 H -1.8107 0.8653 -0.0347  C51 1.125
56 H -0.3436 1.7219 -0.6496  C51 1.053
57 H -0.9585 0.0871 -2.4721  C52 1.128
58 H -0.9166 -1.2244 -1.2511  C52 1.104
59 H 1.3111 0.2854 -2.1722  O53 0.949
60 H -0.0268 -0.4903 0.8830  O54 0.975
61 C -2.0224 2.5838 -2.8593  O62 1.228, N63 1.329, H66 1.093
62 O -1.1106 2.9543 -3.5928  C61 1.228
63 N -2.3291 3.0619 -1.6573  C61 1.329, C64 1.476, C65 1.499
64 C -3.5655 2.5793 -1.0126  N63 1.476, H67 1.112, H68 1.069, H69 1.059
65 C -1.5518 4.0349 -0.8224  N63 1.499, H70 1.066, H71 1.106, H72 1.065
66 H -2.7269 1.8020 -3.1540  C61 1.093
67 H -4.3082 3.4046 -1.0663  C64 1.112
68 H -3.4304 2.2636 0.0001  C64 1.069
69 H -3.8662 1.7647 -1.6182  C64 1.059
70 H -0.5086 3.8363 -0.7268  C65 1.066
71 H -1.6805 5.0614 -1.2138  C65 1.106
72 H -1.8876 3.9861 0.1870  C65 1.065
73 C -0.3391 -3.3908 1.4020  O74 1.228, N75 1.329, H78 1.096
74 O -0.3429 -2.1742 1.2353  C73 1.228
75 N -0.5260 -4.3531 0.5045  C73 1.329, C76 1.441, C77 1.465
76 C -0.7742 -4.0144 -0.8736  N75 1.441, H79 1.089, H80 1.123, H81 1.084
77 C -0.3339 -5.7752 0.8015  N75 1.465, H82 1.120, H83 1.075, H84 1.103
78 H -0.2063 -3.7973 2.4109  C73 1.096
79 H -0.0143 -3.5044 -1.4635  C76 1.089
80 H -1.7041 -3.3914 -0.7795  C76 1.123
81 H -1.0741 -4.8805 -1.4521  C76 1.084
82 H -0.1539 -5.8521 1.9046  C77 1.120
83 H -1.2296 -6.3195 0.5623  C77 1.075
84 H 0.5804 -6.1055 0.2808  C77 1.103
85 C -2.5522 1.6402 5.4942  O86 1.226, N87 1.358, H90 1.157
86 O -3.2751 0.8054 4.9616  C85 1.226
87 N -1.2018 1.5092 5.5614  C85 1.358, C88 1.415, C89 1.463
88 C -0.4033 2.4811 6.2096  N87 1.415, H91 1.126, H92 1.099, H93 1.096
89 C -0.5097 0.2648 5.2249  N87 1.463, H94 1.156, H95 1.074, H96 1.116
90 H -2.9317 2.6671 5.8691  C85 1.157
91 H -0.9443 3.4643 6.1121  C88 1.126
92 H 0.6236 2.5539 5.8238  C88 1.099
93 H -0.3489 2.2157 7.2720  C88 1.096
94 H -0.0719 0.2488 4.1548  C89 1.156
95 H 0.3687 0.2382 5.8423  C89 1.074
96 H -1.1882 -0.5698 5.5239  C89 1.116
97 C 3.7787 0.0338 3.8761  O98 1.198, N99 1.343, H102 1.130
98 O 2.6266 -0.0041 4.2032  C97 1.198
99 N 4.5312 -0.9643 3.3858  C97 1.343, C100 1.430, C101 1.471
100 C 5.9068 -0.7423 3.0661  N99 1.430, H103 1.114, H104 1.087, H105 1.091
101 C 4.0553 -2.3531 3.3002  N99 1.471, H106 1.083, H107 1.072, H108 1.117
102 H 4.3573 1.0013 3.9549  C97 1.130
103 H 6.0470 0.3619 3.0163  C100 1.114
104 H 6.1102 -1.1618 2.0843  C100 1.087
105 H 6.4948 -1.2127 3.8550  C100 1.091
106 H 4.2595 -2.9022 4.2114  C101 1.083
107 H 3.0796 -2.3997 2.8596  C101 1.072
108 H 4.7183 -2.8728 2.5664  C101 1.117
109 C 0.2193 -2.3655 -4.5538  O110 1.199, N111 1.348, H114 1.152
110 O -0.8899 -2.3642 -4.0983  C109 1.199
111 N 0.6944 -1.4892 -5.4611  C109 1.348, C112 1.441, C113 1.506
112 C 2.0929 -1.1937 -5.6425  N111 1.441, H115 1.113, H116 1.131, H117 1.068
113 C -0.2608 -0.5026 -6.0805  N111 1.506, H118 1.105, H119 1.086, H120 1.100
114 H 1.0698 -3.0531 -4.1906  C109 1.152
115 H 2.7799 -2.0201 -5.3548  C112 1.113
116 H 2.4234 -0.3384 -4.9802  C112 1.131
117 H 2.2877 -0.9148 -6.6547  C112 1.068
118 H 0.3330 -0.2060 -6.9637  C113 1.105
119 H -1.2374 -0.9063 -6.3323  C113 1.086
120 H -0.4016 0.3241 -5.3688  C113 1.100